[1]
ORCA calculation (wB97M-V/def2-TZVPD) on the molecule C4H10N2O in a non-equilibrium geometry.

Structure (XYZ):
```
17
C4H10N2O | OMol25 | wB97M-V/def2-TZVPD
O 0.95 2.92 1.20
C 1.19 1.86 0.68
C 0.13 0.89 0.17
C 0.76 -0.49 -0.10
C -0.22 -1.68 -0.28
N -1.29 -1.52 0.83
N -0.41 1.39 -1.08
H 2.14 1.78 0.09
H -0.67 0.71 0.90
H 1.16 -0.68 0.93
H 1.65 -0.34 -0.71
H 0.25 -2.46 0.29
H -0.53 -1.76 -1.31
H -2.13 -1.16 0.37
H -1.61 -2.49 0.92
H -0.71 2.34 -1.14
H -0.65 0.71 -1.76
```

Summary:
HOMO energy: -8.92 eV
LUMO energy: 0.785 eV
Spin multiplicity: 1

natural (NBO) population analysis, charges in e, atoms 1 to 8:
1. O -0.50
2. C 0.44
3. C -0.16
4. C -0.42
5. C -0.25
6. N -0.82
7. N -0.88
8. H 0.10

=====

[2]
ORCA calculation (wB97M-V/def2-TZVPD) on the molecule C4H10N2O in a non-equilibrium geometry.

Structure (XYZ):
```
17
C4H10N2O | OMol25 | wB97M-V/def2-TZVPD
N -1.33 2.51 -0.37
C -1.27 1.08 -0.59
C -1.06 0.28 0.69
N -0.24 -0.80 0.67
C 0.67 -1.30 -0.42
C 2.08 -1.42 0.13
O -1.59 0.64 1.73
H -0.53 2.81 0.17
H -2.16 2.78 0.11
H -0.50 0.85 -1.33
H -2.20 0.79 -1.08
H 0.03 -1.21 1.54
H 0.22 -2.20 -0.83
H 0.61 -0.54 -1.18
H 2.66 -2.03 -0.51
H 2.54 -0.44 0.17
H 2.06 -1.81 1.12
```

Summary:
HOMO energy: -9.20 eV
LUMO energy: 0.882 eV
Spin multiplicity: 1

natural (NBO) population analysis, charges in e, atoms 1 to 8:
1. N -0.81
2. C -0.32
3. C 0.65
4. N -0.61
5. C -0.21
6. C -0.61
7. O -0.63
8. H 0.36

=====

[3]
ORCA calculation (wB97M-V/def2-TZVPD) on the molecule C4H10N2O.

Structure (XYZ):
```
17
C4H10N2O | OMol25 | wB97M-V/def2-TZVPD
C 0.00 0.41 0.05
C -0.83 1.35 -0.81
N 1.81 -1.34 -0.29
N 0.89 1.02 1.01
C -0.61 -0.90 0.50
C 0.48 -0.88 -0.55
O -1.90 -1.26 0.11
H -2.54 -0.70 0.57
H 0.39 1.66 1.61
H 2.13 -0.94 0.59
H 1.83 -2.35 -0.21
H 1.62 1.54 0.53
H -0.33 -1.23 1.50
H 0.15 -1.10 -1.56
H -0.18 1.92 -1.47
H -1.39 2.04 -0.18
H -1.53 0.77 -1.42
```

Summary:
HOMO energy: -8.52 eV
LUMO energy: 0.835 eV
Spin multiplicity: 1

natural (NBO) population analysis, charges in e, atoms 1 to 8:
1. C 0.06
2. C -0.62
3. N -0.83
4. N -0.84
5. C 0.05
6. C -0.07
7. O -0.70
8. H 0.47

=====

[4]
ORCA calculation (wB97M-V/def2-TZVPD) on the molecule C4H10N2O in a non-equilibrium geometry.

Structure (XYZ):
```
17
C4H10N2O | OMol25 | wB97M-V/def2-TZVPD
N -0.04 -2.73 1.30
C -0.39 -1.58 0.43
C 0.43 -0.38 0.86
N -0.17 0.86 0.69
C -0.67 1.34 -0.62
C 0.45 2.12 -1.37
O 1.51 -0.48 1.40
H -0.29 -3.56 0.75
H 0.95 -2.93 1.36
H -0.20 -1.82 -0.62
H -1.46 -1.44 0.56
H 0.32 1.52 1.27
H -1.52 1.98 -0.32
H -1.04 0.42 -1.10
H 0.61 1.47 -2.23
H 1.32 2.06 -0.71
H 0.19 3.14 -1.64
```

Summary:
HOMO energy: -9.36 eV
LUMO energy: 0.905 eV
Spin multiplicity: 1

natural (NBO) population analysis, charges in e, atoms 1 to 8:
1. N -0.81
2. C -0.33
3. C 0.67
4. N -0.64
5. C -0.21
6. C -0.64
7. O -0.60
8. H 0.34

=====

[5]
ORCA calculation (wB97M-V/def2-TZVPD) on a cluster of 2 separate species, C4H10N2O in total.

Structure (XYZ):
```
17
C4H10N2O | OMol25 | wB97M-V/def2-TZVPD
C -0.74 1.79 1.05
C -1.25 0.73 1.68
N -1.96 -0.31 1.11
H -0.90 1.97 -0.01
H -0.15 2.50 1.61
H -1.05 0.61 2.73
H -2.34 -0.17 0.19
H -2.54 -0.83 1.75
O -0.82 -0.41 -1.97
C 0.31 -0.08 -1.74
C 1.14 -0.67 -0.63
N 2.40 -1.14 -1.17
H 0.79 0.69 -2.37
H 1.33 0.13 0.09
H 0.52 -1.42 -0.11
H 3.01 -1.45 -0.43
H 2.25 -1.93 -1.78
```

Summary:
HOMO energy: -8.26 eV
LUMO energy: 0.929 eV
Spin multiplicity: 1

natural (NBO) population analysis, charges in e, atoms 1 to 8:
1. C -0.56
2. C 0.02
3. N -0.82
4. H 0.19
5. H 0.21
6. H 0.19
7. H 0.39
8. H 0.38

=====

[6]
ORCA calculation (wB97M-V/def2-TZVPD) on the ion C4H10N2O with charge +1 in a non-equilibrium geometry.

Structure (XYZ):
```
17
C4H10N2O | OMol25 | wB97M-V/def2-TZVPD
N -0.39 -2.08 -0.77
C -1.07 -0.90 -1.31
C -0.46 0.36 -0.68
N -0.44 0.36 0.74
C 0.69 0.81 1.53
C 1.62 1.80 0.82
O 2.79 1.76 1.03
H -0.55 -2.86 -1.41
H -0.75 -2.36 0.13
H -0.84 -0.87 -2.37
H -2.15 -0.89 -1.14
H 0.59 0.38 -1.00
H -0.92 1.27 -1.08
H -0.92 -0.42 1.21
H 1.27 -0.11 1.70
H 0.38 1.25 2.48
H 1.17 2.51 0.11
```

Summary:
HOMO energy (spin up / spin down): -14.24 / -14.23 eV
LUMO energy (spin up / spin down): -3.518 / -8.101 eV
Total charge: +1
Spin multiplicity: 2

natural (NBO) population analysis, charges in e, atoms 1 to 8:
1. N -0.84
2. C -0.23
3. C -0.31
4. N -0.09
5. C -0.39
6. C 0.40
7. O -0.41
8. H 0.40

=====

[7]
ORCA calculation (wB97M-V/def2-TZVPD) on the ion C4H10N2O with charge +1 in a non-equilibrium geometry.

Structure (XYZ):
```
17
C4H10N2O | OMol25 | wB97M-V/def2-TZVPD
O -1.54 -0.53 3.01
C -0.80 0.09 2.31
N -1.36 0.53 1.07
C -0.74 0.90 -0.17
C 0.74 0.55 -0.24
C 1.00 -0.92 -0.64
N 0.81 -1.26 -2.04
H 0.24 0.35 2.51
H -2.37 0.65 1.18
H -1.28 0.32 -0.92
H -0.91 1.97 -0.32
H 1.28 0.81 0.67
H 1.24 1.19 -0.98
H 0.40 -1.59 -0.02
H 2.04 -1.17 -0.42
H -0.13 -1.22 -2.38
H 1.41 -0.68 -2.62
```

Summary:
HOMO energy (spin up / spin down): -13.27 / -13.21 eV
LUMO energy (spin up / spin down): -4.286 / -9.053 eV
Total charge: +1
Spin multiplicity: 2

natural (NBO) population analysis, charges in e, atoms 1 to 8:
1. O -0.34
2. C 0.47
3. N -0.19
4. C -0.28
5. C -0.45
6. C -0.23
7. N -0.81
8. H 0.19

=====

[8]
ORCA calculation (wB97M-V/def2-TZVPD) on the ion C4H10N2O with charge +1 in a non-equilibrium geometry.

Structure (XYZ):
```
17
C4H10N2O | OMol25 | wB97M-V/def2-TZVPD
C -0.32 -0.06 -0.13
N 0.96 -0.72 -0.46
C 1.96 -0.38 -1.40
N 2.09 0.99 -1.71
O 2.79 -1.02 -1.96
C -0.94 -0.65 1.11
C -2.12 0.27 1.46
H -0.93 0.28 -0.98
H -0.12 1.09 0.17
H 0.92 -1.64 -0.11
H 1.89 1.83 -0.93
H 2.75 1.32 -2.38
H -1.30 -1.70 1.03
H -0.22 -0.88 1.85
H -2.62 0.47 0.46
H -2.95 -0.38 1.90
H -1.86 1.18 2.08
```

Summary:
HOMO energy (spin up / spin down): -15.28 / -14.76 eV
LUMO energy (spin up / spin down): -3.366 / -9.208 eV
Total charge: +1
Spin multiplicity: 2

natural (NBO) population analysis, charges in e, atoms 1 to 8:
1. C -0.27
2. N -0.22
3. C 0.71
4. N -0.74
5. O -0.47
6. C -0.46
7. C -0.63
8. H 0.31

=====

Quick rundown of calculated total energy, same order as above: -9335.96292; -9337.94409; -9336.90290; -9337.43416; -9336.71764; -9328.25339; -9328.22269; -9327.39031 eV
Quick rundown of ΔE to the lowest compared entry with this formula, charge and spin, same order as above: 69.7; 24.1; 48.1; 35.8; 52.3; 38.6; 39.3; 58.5 kcal/mol